ORCA calculation (ωB97M-V/def2-TZVPD) on a structure of composition C21H17Cl4I2N4O4Ru at a distorted geometry.

```
! RIJCOSX wB97M-V def2-TZVPD def2/J DEFGRID3
* xyz -2 2
Ru -0.745 -0.172 -0.096
I 4.509 0.810 5.559
C 2.674 0.818 4.531
C 1.578 0.153 5.078
C 0.365 0.172 4.414
I -1.744 -0.112 6.117
C 0.249 0.869 3.209
O -0.875 1.020 2.489
C 1.388 1.449 2.624
C 1.314 1.919 1.197
N 1.235 0.750 0.275
C 1.642 1.160 -1.080
C 1.418 0.062 -2.087
C 2.308 -0.247 -3.108
C 1.967 -1.241 -4.019
C 0.746 -1.889 -3.889
C -0.088 -1.538 -2.834
N 0.258 -0.609 -1.939
C 2.604 1.456 3.305
H 1.674 -0.368 6.025
H 2.231 2.482 0.972
H 0.445 2.543 0.993
H 1.853 0.027 0.637
H 2.687 1.498 -1.113
H 0.996 1.996 -1.352
H 3.243 0.293 -3.186
H 2.644 -1.498 -4.825
H 0.430 -2.646 -4.595
H -1.061 -1.991 -2.677
H 3.475 1.931 2.871
Cl -5.017 4.398 -2.781
C -4.357 2.903 -2.182
C -5.106 1.746 -2.193
Cl -6.738 1.759 -2.800
C -4.547 0.546 -1.720
Cl -5.458 -0.938 -1.763
C -3.241 0.479 -1.229
O -2.672 -0.613 -0.827
C -2.475 1.696 -1.204
O -1.246 1.620 -0.755
C -3.040 2.865 -1.687
Cl -2.046 4.299 -1.681
N 2.122 -3.149 -0.764
C 1.370 -3.123 0.391
N 1.190 -4.340 1.010
O 0.942 -2.095 0.877
H 2.184 -4.010 -1.280
H 2.028 -2.321 -1.333
H 1.217 -5.188 0.472
H 0.521 -4.305 1.762
C -1.449 -0.184 1.833
H -2.528 -0.087 1.968
H -1.078 -1.054 2.390
*
```

As for the total energy: -3861.5100 hartree. As for the orbital gap (spin up / spin down): 0.1644 / 0.1676 Ha. The calculation puts the energy relative to the best compared isomer or geometry (same formula, charge and spin) at 12.9 kcal per mole. The maximum force is 0.0332 Eh/bohr.

ORCA calculation (ωB97M-V/def2-TZVPD) on a cluster of 4 separate species, C5H16N2O in total at a distorted geometry.

```
! RIJCOSX wB97M-V def2-TZVPD def2/J DEFGRID3
* xyz 0 1
N -5.368 -0.791 0.669
C -0.002 0.957 0.172
C -0.226 -0.434 -0.306
C -0.920 1.917 0.128
N 2.920 -0.109 0.079
C 3.639 0.061 1.314
C 3.802 -0.533 -0.959
H -4.402 -0.802 0.342
H -5.537 -1.581 1.275
H 0.988 1.111 0.613
H -1.336 -0.465 -0.658
H 0.378 -0.746 -1.174
H -0.076 -1.167 0.493
H -1.890 1.638 -0.266
H -0.690 2.942 0.397
H 3.777 -0.885 1.836
H 3.160 0.759 1.996
H 4.666 0.399 1.115
H 4.139 -1.577 -0.816
H 3.332 -0.446 -1.937
H 4.714 0.081 -0.980
H -5.849 -0.906 -0.209
H -3.078 -0.730 -1.834
O -2.821 -0.342 -0.984
*
```

As for the total energy: -384.5387 hartree. As for the orbital gap: 0.1211 Ha. The calculation puts the energy relative to the best compared isomer or geometry (same formula, charge and spin) at 200.4 kcal per mole. The maximum force is 0.0287 Eh/bohr.

ORCA calculation (ωB97M-V/def2-TZVPD) on the molecule C5H6N2O2S at a distorted geometry.

```
! RIJCOSX wB97M-V def2-TZVPD def2/J DEFGRID3
* xyz 0 1
C -1.324 0.599 -0.818
C 1.131 0.258 0.611
C -1.387 -0.485 -0.053
C 2.405 0.109 0.343
C -2.011 -0.673 -1.354
N 0.331 -0.456 1.473
N -0.804 -1.087 1.019
O 0.951 1.678 -1.663
O -0.162 2.584 0.394
S 0.234 1.484 -0.428
H 3.046 -0.633 0.840
H 2.765 0.814 -0.557
H -1.585 -1.427 -2.126
H -3.041 -0.505 -1.491
H 0.230 -0.183 2.564
H -0.779 -2.076 1.247
*
```

As for the total energy: -852.0784 hartree. As for the structure (SMILES): C=C1NNC2=C(C2)S1(=O)=O. As for the orbital gap: 0.3421 Ha. The calculation puts the energy relative to the best compared isomer or geometry (same formula, charge and spin) at 172.1 kcal per mole. The maximum force is 0.1083 Eh/bohr.

ORCA calculation (ωB97M-V/def2-TZVPD) on the molecule C22H24N2O6 at a distorted geometry.

```
! RIJCOSX wB97M-V def2-TZVPD def2/J DEFGRID3
* xyz 0 1
C 4.808 3.364 -2.886
C 3.434 3.136 -3.437
C 2.883 4.055 -4.319
C 1.620 3.868 -4.850
C 0.883 2.758 -4.489
C 1.379 1.832 -3.576
C 2.666 2.023 -3.066
N 3.282 1.103 -2.130
O 4.365 0.658 -2.397
O 2.696 0.907 -1.077
C 0.489 0.640 -3.349
O -0.088 0.120 -4.285
N 0.284 0.272 -2.066
H 0.895 0.640 -1.346
C -0.349 -0.995 -1.782
C -1.043 -0.965 -0.446
C -0.361 -0.585 0.701
C -0.987 -0.566 1.935
C -2.325 -0.933 2.044
C -3.012 -1.321 0.891
C -2.378 -1.334 -0.332
H -2.929 -1.631 -1.213
H -4.049 -1.603 0.984
O -3.048 -0.947 3.190
C -2.450 -0.542 4.412
H -1.966 0.432 4.267
C -3.578 -0.447 5.451
H -3.382 0.382 6.131
C -3.521 -1.773 6.203
C -2.021 -2.023 6.326
H -1.605 -1.388 7.109
C -1.468 -1.602 4.961
H -1.462 -2.452 4.277
H -0.451 -1.221 5.038
H -1.783 -3.059 6.562
H -3.982 -2.558 5.603
H -4.022 -1.728 7.168
H -4.533 -0.279 4.956
H -0.421 -0.267 2.802
H 0.679 -0.296 0.645
H -1.076 -1.166 -2.585
C 0.714 -2.131 -1.809
C 1.520 -2.051 -3.091
O 2.397 -1.246 -3.245
O 1.200 -2.914 -4.058
H 0.414 -3.437 -3.854
H 0.217 -3.095 -1.693
H 1.399 -1.975 -0.974
H -0.093 2.578 -4.913
H 1.215 4.583 -5.549
H 3.462 4.922 -4.599
H 4.812 3.310 -1.798
H 5.174 4.342 -3.184
H 5.496 2.606 -3.257
*
```

As for the total energy: -1413.6371 hartree. As for the structure (SMILES): Cc1cccc(C(=O)N[C@@H](CC(=O)O)c2ccc(OC3CCCC3)cc2)c1[N+](=O)[O-]. As for the orbital gap: 0.3117 Ha. The calculation puts the energy relative to the best compared isomer or geometry (same formula, charge and spin) at 93.4 kcal per mole. The maximum force is 0.0269 Eh/bohr.

ORCA calculation (ωB97M-V/def2-TZVPD) on the molecule C6H10S at a distorted geometry.

```
! RIJCOSX wB97M-V def2-TZVPD def2/J DEFGRID3
* xyz 0 1
C 0.803 0.016 -0.715
C 0.394 -0.369 0.641
C -2.329 -0.488 -0.313
C -2.123 -0.312 2.451
C 1.446 1.503 -0.908
C 2.167 0.258 -1.276
S -1.249 -0.844 0.997
H 0.014 0.019 -1.434
H 1.047 -0.669 1.444
H -2.342 -1.568 -0.756
H -3.307 -0.175 0.108
H -1.447 -0.338 3.358
H -2.955 -0.930 2.506
H 0.966 1.850 -1.740
H 1.754 2.183 -0.245
H 2.289 0.009 -2.381
H 2.953 -0.278 -0.735
*
```

As for the total energy: -632.5003 hartree. As for the structure (SMILES): C=S(=C)=CC1CC1. As for the orbital gap (spin up / spin down): 0.2478 / 0.2531 Ha. The calculation puts the energy relative to the best compared isomer or geometry (same formula, charge and spin) at 194.0 kcal per mole. The maximum force is 0.0897 Eh/bohr.

ORCA calculation (ωB97M-V/def2-TZVPD) on a structure of composition C24H43N2OP3Ti at a distorted geometry.

```
! RIJCOSX wB97M-V def2-TZVPD def2/J DEFGRID3
* xyz 4 1
Ti -0.425 -0.240 0.837
P -1.966 -2.145 0.840
P 1.181 -1.130 2.490
P 1.677 -2.196 -1.500
H -1.273 5.291 -5.008
C -1.120 4.255 -5.352
C -2.057 3.299 -5.219
H -3.029 3.489 -4.758
C -3.624 -1.658 1.424
C -1.602 -3.598 1.894
C -2.302 -2.885 -0.791
C 2.727 -0.166 2.334
C 0.637 -0.716 4.195
C 1.810 -2.832 2.709
C 1.132 -1.959 -3.199
C 1.597 -3.919 -0.997
C 3.389 -1.635 -1.429
H -0.178 4.064 -5.887
H -1.920 2.320 -5.685
H -3.939 -0.732 0.924
H -3.584 -1.478 2.506
H -4.355 -2.452 1.217
H -1.332 -3.264 2.904
H -0.770 -4.191 1.491
H -2.494 -4.237 1.960
H -2.449 -2.089 -1.535
H -3.210 -3.506 -0.751
H -1.448 -3.503 -1.100
H 3.475 -0.514 3.066
H 2.510 0.896 2.511
H 3.128 -0.269 1.315
H 1.243 -1.271 4.929
H -0.422 -0.981 4.324
H 0.739 0.363 4.379
H 2.907 -2.867 2.650
H 1.415 -3.507 1.942
H 1.505 -3.222 3.691
H 1.588 -2.678 -3.894
H 1.394 -0.943 -3.516
H 0.043 -2.058 -3.236
H 1.461 -4.583 -1.861
H 0.748 -4.035 -0.313
H 2.522 -4.200 -0.473
H 3.959 -2.004 -2.296
H 3.881 -2.005 -0.520
H 3.432 -0.539 -1.437
C -0.060 1.227 -1.876
C 1.028 2.043 -2.230
C 1.372 2.094 -3.579
C 0.588 1.431 -4.526
C -0.665 0.928 -4.153
C -1.064 0.933 -2.818
O -0.094 0.623 -0.699
H 0.774 -1.376 -0.674
H 1.583 2.537 -1.433
H 2.241 2.659 -3.898
H 0.853 1.487 -5.592
H -1.393 0.618 -4.909
H -2.078 0.665 -2.469
N -2.293 2.321 3.734
C -2.254 1.128 3.105
N -1.274 1.138 2.190
C -0.644 2.402 2.240
C 0.557 2.818 1.655
C 1.085 4.047 2.093
C 0.431 4.816 3.067
C -0.772 4.373 3.648
C -1.280 3.152 3.216
H -2.923 2.560 4.493
H -2.914 0.295 3.335
H 1.021 2.192 0.883
H 2.015 4.409 1.660
H 0.874 5.773 3.354
H -1.313 4.938 4.408
*
```

As for the total energy: -2997.0733 hartree. As for the orbital gap (spin up / spin down): 0.1144 / 0.1142 Ha. The maximum force is 0.0710 Eh/bohr.

ORCA calculation (ωB97M-V/def2-TZVPD) on a cluster of 6 separate species, CH12O6 in total at a distorted geometry.

```
! RIJCOSX wB97M-V def2-TZVPD def2/J DEFGRID3
* xyz 0 1
O 2.051 0.420 0.399
C 2.417 -0.596 0.927
H 3.214 -0.683 1.705
H 1.901 -1.508 0.619
H -0.290 -2.144 1.021
H -0.362 -3.584 0.573
O 0.026 -2.728 0.312
H -3.080 2.180 -1.704
H -2.237 1.020 -2.254
O -2.405 1.550 -1.465
H -1.318 2.244 0.337
H 0.072 2.571 -0.244
O -0.488 2.695 0.511
H 0.198 -1.406 -1.748
H 1.111 -0.267 -1.331
O 0.684 -0.649 -2.101
H -0.903 0.033 1.009
H -2.124 -0.412 1.794
O -1.192 -0.574 1.687
*
```

As for the total energy: -496.7075 hartree. As for the structure (SMILES): C=O.O.O.O.O.O. As for the orbital gap: 0.3931 Ha. The calculation puts the energy relative to the best compared isomer or geometry (same formula, charge and spin) at 14.3 kcal per mole. The maximum force is 0.0227 Eh/bohr.

ORCA calculation (ωB97M-V/def2-TZVPD) on the molecule C2H3BrClF at a distorted geometry.

```
! RIJCOSX wB97M-V def2-TZVPD def2/J DEFGRID3
* xyz 0 1
C -0.199 0.589 0.671
C 0.010 -0.378 -0.475
F -0.789 -1.395 -0.354
Cl 1.826 -1.234 -0.149
Br -0.065 0.226 -2.245
H 0.699 1.280 0.628
H -1.103 1.084 0.400
H -0.379 -0.172 1.523
*
```

As for the total energy: -3212.0497 hartree. As for the structure (SMILES): C[C@](F)(Cl)Br. As for the orbital gap: 0.4037 Ha. The calculation puts the energy relative to the best compared isomer or geometry (same formula, charge and spin) at 12.8 kcal per mole. The maximum force is 0.0603 Eh/bohr.

ORCA calculation (ωB97M-V/def2-TZVPD) on a cluster of 3 separate species, C15H20ClF6N2O4 in total at a distorted geometry.

```
! RIJCOSX wB97M-V def2-TZVPD def2/J DEFGRID3
* xyz 1 1
Cl 5.098 -3.361 0.182
C 3.708 -2.259 0.708
C 3.835 -0.792 0.027
C 2.802 0.267 0.713
C 1.410 -0.488 0.833
C 0.836 -0.990 2.214
C -0.510 -1.698 2.003
N -1.274 -1.938 0.857
N -0.771 -1.529 -0.293
C 0.473 -0.868 -0.326
H 3.688 -2.081 1.834
H 2.760 -2.808 0.361
H 4.907 -0.428 0.113
H 3.503 -0.865 -1.063
H 2.669 1.200 0.053
H 3.209 0.608 1.732
H 1.376 -0.852 3.201
H -0.976 -2.106 2.970
H -1.301 -1.726 -1.163
H 0.840 -0.567 -1.374
C -3.923 0.215 2.812
C -4.234 -0.162 4.247
O -3.375 0.545 5.153
C -3.745 1.807 5.455
O -4.722 2.348 5.014
C -2.775 2.420 6.461
F -1.485 2.179 6.145
F -2.965 1.927 7.700
F -2.901 3.752 6.555
H -2.865 0.054 2.588
H -4.521 -0.381 2.120
H -4.132 1.271 2.629
H -4.041 -1.226 4.397
H -5.285 0.011 4.491
C -0.432 0.296 -7.103
C 1.059 0.569 -7.095
O 1.455 1.186 -5.857
C 1.652 0.356 -4.821
O 1.514 -0.839 -4.869
C 2.115 1.137 -3.595
F 1.400 2.259 -3.394
F 3.399 1.520 -3.699
F 2.022 0.416 -2.451
H -0.991 1.211 -6.895
H -0.746 -0.098 -8.071
H -0.705 -0.427 -6.330
H 1.307 1.274 -7.890
H 1.637 -0.340 -7.279
*
```

As for the total energy: -2053.0804 hartree. As for the orbital gap: 0.2966 Ha. The calculation puts the energy relative to the best compared isomer or geometry (same formula, charge and spin) at 79.8 kcal per mole. The maximum force is 0.1176 Eh/bohr.

ORCA calculation (ωB97M-V/def2-TZVPD) on a cluster of 2 separate species, C2H3N3O in total at a distorted geometry.

```
! RIJCOSX wB97M-V def2-TZVPD def2/J DEFGRID3
* xyz 0 1
C -2.396 -0.867 -0.667
C -2.588 0.554 -0.487
N -3.647 0.933 0.166
N -4.220 -0.127 0.448
N 0.877 0.835 0.415
O -3.432 -1.333 -0.001
H 1.849 0.927 0.038
H 0.172 0.866 -0.272
H 1.042 -0.001 0.920
*
```

As for the total energy: -317.2082 hartree. As for the structure (SMILES): c1nnoc#1.N. As for the orbital gap (spin up / spin down): 0.3124 / 0.2449 Ha. The calculation puts the energy relative to the best compared isomer or geometry (same formula, charge and spin) at 203.4 kcal per mole. The maximum force is 0.0941 Eh/bohr.

ORCA calculation (ωB97M-V/def2-TZVPD) on a structure of composition C17H22BF4N9O2RuSeSi at a distorted geometry.

```
! RIJCOSX wB97M-V def2-TZVPD def2/J DEFGRID3
* xyz 1 2
Ru 1.163 -0.247 -0.548
N 3.264 0.461 -0.320
N 3.819 1.721 -0.074
C 3.082 2.813 0.084
N 3.664 3.882 0.599
N 1.816 2.699 -0.379
N 1.066 3.728 -0.370
O 1.293 4.866 -0.045
O -0.159 3.516 -0.834
H 3.326 -0.050 0.564
H 3.819 0.014 -1.041
H 4.727 1.720 0.369
H 4.618 3.841 0.919
H 3.133 4.727 0.734
Se -1.832 -7.236 0.094
N -2.541 -5.606 0.079
C -1.556 -4.763 -0.079
C -1.735 -3.316 -0.146
C -2.982 -2.697 -0.034
C -3.034 -1.321 -0.119
C -1.859 -0.606 -0.304
N -0.665 -1.178 -0.405
C -0.607 -2.524 -0.330
C 0.722 -3.105 -0.444
N 1.737 -2.220 -0.610
C 2.970 -2.720 -0.695
C 3.257 -4.077 -0.631
C 2.224 -4.977 -0.470
C 0.927 -4.480 -0.375
C -0.240 -5.339 -0.193
N -0.173 -6.641 -0.128
H -3.868 -3.299 0.115
H -3.975 -0.790 -0.039
H -1.879 0.476 -0.372
H 3.782 -2.019 -0.821
H 4.284 -4.403 -0.708
H 2.393 -6.044 -0.416
F 0.882 0.768 3.708
B 1.673 1.166 2.678
F 1.825 0.067 1.719
F 1.094 2.228 1.924
F 2.981 1.514 3.039
C -2.676 3.988 0.723
Si -2.599 2.500 -0.392
C -3.339 1.014 0.461
C -3.326 2.815 -2.077
C -0.715 2.154 -0.654
H -3.712 4.189 1.006
H -2.278 4.883 0.246
H -2.114 3.811 1.644
H -4.304 1.297 0.887
H -2.710 0.673 1.286
H -3.519 0.176 -0.219
H -4.351 3.183 -2.006
H -3.340 1.905 -2.680
H -2.744 3.566 -2.614
H -0.255 1.712 0.240
H -0.454 1.582 -1.546
*
```

As for the total energy: -4514.1901 hartree. As for the orbital gap (spin up / spin down): 0.2364 / 0.2258 Ha. The calculation puts the energy relative to the best compared isomer or geometry (same formula, charge and spin) at 154.5 kcal per mole. The maximum force is 0.0936 Eh/bohr.

ORCA calculation (ωB97M-V/def2-TZVPD) on a cluster of 8 separate species, C11H39N15O8 in total at a distorted geometry.

```
! RIJCOSX wB97M-V def2-TZVPD def2/J DEFGRID3
* xyz 0 1
C -3.690 1.312 7.301
C -3.088 1.639 5.895
O -3.258 0.519 5.038
C -2.323 0.665 3.978
C -2.404 -0.476 2.913
N -3.381 -1.531 3.180
H -4.444 2.050 7.602
H -2.915 1.272 8.082
H -4.114 0.298 7.218
H -2.031 1.928 6.011
H -3.619 2.532 5.513
H -1.295 0.701 4.391
H -2.498 1.629 3.454
H -2.633 -0.023 1.934
H -1.401 -0.943 2.836
H -4.223 -1.201 3.623
H -2.991 -2.337 3.634
C -5.419 0.651 -0.627
O -5.900 1.637 -1.172
N -5.204 -0.523 -1.287
N -5.061 0.645 0.685
H -4.812 -1.340 -0.857
H -5.460 -0.559 -2.254
H -5.204 1.491 1.203
H -4.665 -0.153 1.151
C 0.843 -2.454 1.636
O 0.562 -1.257 1.681
N 0.137 -3.406 2.316
N 1.879 -2.923 0.905
H 0.356 -4.384 2.288
H -0.639 -3.097 2.869
H 2.424 -2.244 0.392
H 2.127 -3.902 0.853
C 1.661 -5.895 -1.245
O 2.125 -5.563 -0.161
N 2.365 -6.639 -2.140
N 0.406 -5.543 -1.637
H 2.008 -6.922 -3.032
H 3.293 -6.912 -1.878
H -0.137 -4.991 -0.999
H 0.005 -5.801 -2.518
C 3.380 0.831 0.392
O 3.407 -0.274 -0.148
N 2.721 1.057 1.560
N 4.012 1.910 -0.144
H 2.685 1.947 2.018
H 2.240 0.271 1.972
H 4.500 1.773 -1.003
H 4.012 2.822 0.269
C -5.646 1.989 -5.738
O -5.865 2.553 -6.801
N -5.177 0.707 -5.677
N -5.849 2.587 -4.533
H -4.988 0.225 -4.822
H -5.016 0.237 -6.547
H -6.192 3.528 -4.542
H -5.678 2.140 -3.646
C 4.047 4.010 -2.896
O 4.708 3.870 -1.870
N 4.363 4.932 -3.844
N 2.948 3.252 -3.161
H 3.840 5.064 -4.688
H 5.169 5.505 -3.676
H 2.689 2.562 -2.477
H 2.393 3.346 -3.989
C 7.768 0.911 -2.202
O 8.428 1.518 -3.034
N 8.251 -0.183 -1.543
N 6.500 1.273 -1.865
H 7.729 -0.695 -0.859
H 9.182 -0.478 -1.766
H 6.112 2.076 -2.331
H 5.946 0.786 -1.187
*
```

As for the total energy: -1866.0569 hartree. As for the structure (SMILES): NC(N)=O.NC(N)=O.NC(N)=O.NC(N)=O.NC(N)=O.NC(N)=O.NC(N)=O.CCOCCN. As for the orbital gap: 0.3515 Ha. The calculation puts the energy relative to the best compared isomer or geometry (same formula, charge and spin) at 21.6 kcal per mole. The maximum force is 0.0341 Eh/bohr.